(1)
Entry from the OMol25 dataset: a 2-piece molecular cluster, C4H12N4 overall in a non-equilibrium geometry (ωB97M-V with the def2-TZVPD basis set).

Calculated values
E, eV: -10293.5088
Net charge: +1
HOMO energy (spin up / spin down), eV: -12.306 / -12.235
Multiplicity: 2
ΔE to the lowest compared entry with this formula, charge and spin, kJ/mol: 51.5
Kohn-Sham gap (spin up / spin down), eV: 8.1 / 4.4

CARTESIAN COORDINATES (ANGSTROEM)
N -2.23 0.47 -0.39
N -0.74 -1.00 1.88
N -0.89 2.04 -1.45
N 2.42 -1.91 0.34
C -1.12 1.06 -0.52
C 0.48 2.16 -1.96
C 1.10 -1.72 0.53
C 0.59 -1.29 1.75
H -1.15 -1.37 2.73
H 2.63 -2.62 -0.35
H -0.24 0.94 0.14
H 1.11 2.54 -1.16
H 3.02 -1.10 0.19
H -1.04 -0.03 1.78
H 0.48 2.88 -2.78
H 0.44 -2.02 -0.28
H -2.17 -0.32 0.23
H -1.58 1.99 -2.19
H 1.23 -1.16 2.61
H 0.89 1.21 -2.31

(2)
Entry from the OMol25 dataset: an isolated ion of composition C4H12N4 and charge +2 in a non-equilibrium geometry (ωB97M-V with the def2-TZVPD basis set).

Calculated values
E, eV: -10283.7109
Net charge: +2
HOMO energy, eV: -16.381
ΔE to the lowest compared entry with this formula, charge and spin, kJ/mol: 211.0
Kohn-Sham gap, eV: 9.6

CARTESIAN COORDINATES (ANGSTROEM)
N 1.84 1.10 0.44
N 2.06 -1.41 0.17
N -2.79 -0.40 0.20
N 0.84 -0.91 -0.36
C -0.40 -1.34 -0.06
C -1.34 -0.32 -0.08
C 0.78 0.58 -0.45
C -0.67 1.01 -0.34
H 1.10 0.82 -1.46
H 2.30 0.23 0.70
H -3.01 0.14 1.01
H 2.70 -1.62 -0.52
H 1.65 1.61 1.31
H -1.05 1.55 -1.11
H -3.04 -1.32 0.35
H -0.72 1.64 0.57
H -3.43 0.06 -0.63
H 1.89 -2.31 0.59
H -0.53 -2.33 -0.02
H 2.71 1.53 0.01

(3)
Entry from the OMol25 dataset: a 2-piece molecular cluster, C4H12N4 overall in a non-equilibrium geometry (ωB97M-V with the def2-TZVPD basis set).

Calculated values
E, eV: -10281.7519
Net charge: +2
HOMO energy (spin up / spin down), eV: -17.598 / -17.597
ΔE to the lowest compared entry with this formula, charge and spin, kJ/mol: 400.0
Kohn-Sham gap (spin up / spin down), eV: 8.8 / 8.8

CARTESIAN COORDINATES (ANGSTROEM)
N -0.34 1.54 -0.05
N -1.61 -0.83 0.15
N 1.24 -0.17 -0.63
N 3.40 -0.52 0.17
C -0.05 0.31 -0.38
C -1.58 2.34 0.14
C 2.26 0.06 0.25
C -1.50 -2.19 0.17
H -2.47 1.76 0.29
H 3.82 -0.44 1.06
H -1.05 -2.65 1.05
H -2.33 -0.50 -0.57
H 1.26 -0.93 -1.33
H -1.53 3.17 0.89
H -1.36 -2.89 -0.74
H -2.57 -2.64 0.17
H 2.07 0.73 1.05
H 3.79 -0.99 -0.71
H 0.44 2.18 -0.05
H -1.89 2.65 -0.91

(4)
Entry from the OMol25 dataset: C4H12N4O as an isolated structure in a non-equilibrium geometry (ωB97M-V with the def2-TZVPD basis set).

Calculated values
E, eV: -12342.6807
Net charge: 0
HOMO energy, eV: -8.360
ΔE to the lowest compared entry with this formula, charge and spin, kJ/mol: 832.4
Kohn-Sham gap, eV: 9.1

CARTESIAN COORDINATES (ANGSTROEM)
O 1.34 -1.89 2.02
N -0.59 -0.06 -0.66
N -0.93 -0.74 1.51
N -2.33 -0.61 1.45
N 0.11 -0.17 -1.81
C 1.17 0.87 -1.88
C -0.07 -0.65 0.51
C 1.28 -1.26 0.68
C -0.51 1.42 0.04
H -1.12 1.57 0.92
H -1.30 2.34 -0.62
H -2.87 -0.86 0.53
H 1.30 2.05 -2.27
H -0.51 -0.28 -2.65
H 0.61 1.79 0.38
H 2.11 -0.58 0.52
H 1.60 0.79 -0.85
H 0.43 -1.28 2.38
H 1.11 -2.05 -0.02
H -2.91 -1.02 2.28
H 2.07 0.63 -2.47

(5)
Entry from the OMol25 dataset: C4H12N4O as an isolated structure in a non-equilibrium geometry (ωB97M-V with the def2-TZVPD basis set).

Calculated values
E, eV: -12348.1213
Net charge: 0
HOMO energy, eV: -8.105
ΔE to the lowest compared entry with this formula, charge and spin, kJ/mol: 307.4
Kohn-Sham gap, eV: 8.9

CARTESIAN COORDINATES (ANGSTROEM)
O 0.65 -1.80 -0.18
N -1.58 -1.02 -1.39
N -0.91 1.31 -0.52
N 1.68 0.31 -1.34
N 1.40 1.55 0.61
C -1.29 -0.36 -0.22
C 0.89 0.62 -0.32
C 0.11 -0.61 0.35
C 0.12 -0.63 1.87
H 1.56 -1.51 -0.48
H 1.15 -0.69 2.24
H -0.38 0.25 2.27
H -0.40 -1.52 2.23
H -2.54 -1.07 -1.68
H 1.20 -0.21 -2.06
H 1.34 2.50 0.28
H -0.92 -1.75 -1.64
H -1.51 1.91 0.03
H 2.35 1.41 0.91
H -0.83 1.61 -1.48
H -2.09 -0.32 0.52

(6)
Entry from the OMol25 dataset: one molecule with the formula C4H12N4O4 in a non-equilibrium geometry (ωB97M-V with the def2-TZVPD basis set).

Calculated values
E, eV: -18484.3276
Net charge: 0
HOMO energy, eV: -9.365
ΔE to the lowest compared entry with this formula, charge and spin, kJ/mol: 0.0
Kohn-Sham gap, eV: 10.0

CARTESIAN COORDINATES (ANGSTROEM)
O -3.44 -1.14 0.20
O -1.74 -0.13 -1.55
O -0.86 -0.28 0.59
O -3.59 0.90 0.91
N -0.86 0.49 -2.52
N 0.61 -0.05 0.43
N 0.74 1.17 1.10
N -3.05 -0.01 0.31
C 1.09 -2.43 0.24
C 1.70 1.95 0.42
C 1.37 -1.17 1.03
C -1.67 0.38 -0.27
H -0.55 -0.25 -3.14
H -1.45 1.42 -0.39
H 2.31 -0.72 1.08
H 0.87 1.25 2.08
H 1.33 -3.27 0.71
H 1.39 2.53 -0.47
H 1.54 -2.33 -0.78
H 2.66 1.52 0.01
H 1.96 2.85 1.02
H -0.03 -2.53 -0.05
H 1.18 -1.23 2.06
H -1.50 1.07 -3.03

(7)
Entry from the OMol25 dataset: an isolated ion of composition C4H12N6 and charge +2 in a non-equilibrium geometry (ωB97M-V with the def2-TZVPD basis set).

Calculated values
E, eV: -13263.8009
Net charge: +2
HOMO energy, eV: -16.820
ΔE to the lowest compared entry with this formula, charge and spin, kJ/mol: 286.8
Kohn-Sham gap, eV: 9.1

CARTESIAN COORDINATES (ANGSTROEM)
N 1.93 -1.16 1.05
N 0.23 -1.51 -0.61
N -2.22 0.82 0.88
N -2.12 -1.63 -0.71
N 2.32 1.61 -0.42
N 1.30 0.64 -0.25
C -1.02 0.54 0.19
C -0.97 -1.02 -0.35
C 0.17 1.16 0.23
C 1.48 -0.79 -0.25
H 2.56 -1.88 1.21
H 0.60 -2.49 -0.90
H 1.78 -0.51 1.89
H 2.20 -1.10 -0.96
H 3.05 1.63 0.22
H -2.25 -2.60 -0.91
H -3.04 1.19 0.34
H -2.29 -0.15 1.46
H -2.03 1.68 1.39
H 2.67 1.83 -1.41
H -2.97 -1.14 -0.79
H 0.22 2.24 0.58

(8)
Entry from the OMol25 dataset: a 2-piece molecular cluster, C4H12NO overall in a non-equilibrium geometry (ωB97M-V with the def2-TZVPD basis set).

Calculated values
E, eV: -7872.2712
Net charge: +1
HOMO energy, eV: -14.544
ΔE to the lowest compared entry with this formula, charge and spin, kJ/mol: 194.9
Kohn-Sham gap, eV: 11.2

CARTESIAN COORDINATES (ANGSTROEM)
O 1.61 -2.28 1.23
N 1.21 -1.47 -1.18
C -0.49 0.12 -0.37
C 0.40 -0.21 -1.30
C -1.36 1.44 -0.45
C -1.32 2.07 1.04
H 0.93 -1.89 -0.25
H 1.64 -2.93 1.98
H 2.22 -1.32 -1.09
H -1.38 3.13 1.10
H -0.69 -0.45 0.47
H -0.45 1.81 1.58
H 0.71 0.27 -2.15
H -1.14 2.24 -1.22
H 1.63 -1.46 1.55
H -2.07 1.76 1.69
H 0.99 -2.00 -2.03
H -2.43 1.16 -0.61

(9)
Entry from the OMol25 dataset: a 2-piece molecular cluster, C4H12NO overall in a non-equilibrium geometry (ωB97M-V with the def2-TZVPD basis set).

Calculated values
E, eV: -7871.5045
Net charge: +1
HOMO energy, eV: -14.129
ΔE to the lowest compared entry with this formula, charge and spin, kJ/mol: 268.9
Kohn-Sham gap, eV: 10.5

CARTESIAN COORDINATES (ANGSTROEM)
O 0.44 -1.16 -3.30
N 0.08 0.42 -0.77
C -0.71 -0.12 0.47
C -1.93 -0.53 0.32
C 0.07 -0.03 1.89
C 1.03 1.14 1.80
H -0.27 0.01 -1.70
H 1.03 0.34 -0.62
H 0.52 2.13 1.45
H -2.24 -1.23 -0.59
H -0.13 -1.87 -3.80
H -0.60 -0.11 2.76
H 1.73 1.05 0.89
H 1.72 1.29 2.68
H -0.08 1.46 -0.98
H 1.35 -1.36 -3.52
H -2.72 -0.48 1.07
H 0.71 -0.96 1.94

(10)
Entry from the OMol25 dataset: a 2-piece molecular cluster, C4H12NO overall in a non-equilibrium geometry (ωB97M-V with the def2-TZVPD basis set).

Calculated values
E, eV: -7865.7932
Net charge: +1
HOMO energy, eV: -14.972
ΔE to the lowest compared entry with this formula, charge and spin, kJ/mol: 819.9
Kohn-Sham gap, eV: 4.6

CARTESIAN COORDINATES (ANGSTROEM)
O -1.66 -0.51 0.03
N 0.41 0.20 1.22
C 1.45 -0.54 -1.88
C -0.68 -0.22 2.13
C -1.96 0.07 1.34
C 1.08 0.89 -1.82
H 2.46 -0.86 -1.52
H -2.24 1.09 1.28
H 1.87 1.41 -2.40
H 0.11 1.17 -2.24
H -2.88 -0.43 1.75
H -0.59 0.37 3.08
H -0.76 -0.33 0.13
H 0.61 -0.96 -1.30
H 1.13 1.34 -0.74
H -0.83 -1.36 2.31
H 1.29 -0.98 -2.90
H 1.20 -0.36 1.53

(11)
Entry from the OMol25 dataset: a 2-piece molecular cluster, C4H12NO overall (ωB97M-V with the def2-TZVPD basis set).

Calculated values
E, eV: -7873.3427
Net charge: +1
HOMO energy, eV: -13.056
ΔE to the lowest compared entry with this formula, charge and spin, kJ/mol: 91.5
Kohn-Sham gap, eV: 9.7

CARTESIAN COORDINATES (ANGSTROEM)
O -0.62 -0.60 -0.40
N 1.64 0.72 -1.08
C 2.59 -0.42 -0.92
C -2.74 -0.50 0.77
C -0.69 0.73 1.54
C -1.31 -0.07 0.70
H -3.20 -0.08 1.65
H 2.54 -1.05 -1.79
H 1.81 1.44 -0.38
H 2.26 -1.01 -0.07
H 0.66 0.39 -0.93
H -1.23 1.12 2.38
H -3.30 -0.14 -0.09
H -1.26 -1.09 -0.93
H 3.60 -0.04 -0.76
H 1.73 1.16 -2.00
H -2.82 -1.58 0.82
H 0.36 1.00 1.48

(12)
Entry from the OMol25 dataset: an isolated ion of composition C4H12NO and charge +1 in a non-equilibrium geometry (ωB97M-V with the def2-TZVPD basis set).

Calculated values
E, eV: -7873.4945
Net charge: +1
HOMO energy, eV: -14.788
ΔE to the lowest compared entry with this formula, charge and spin, kJ/mol: 76.8
Kohn-Sham gap, eV: 11.5

CARTESIAN COORDINATES (ANGSTROEM)
O -0.33 0.34 1.77
N -1.42 0.75 -0.78
C 0.61 -1.15 0.17
C -0.01 0.76 -1.32
C 0.53 -0.66 -1.30
C 0.94 -0.17 1.25
H -0.34 0.18 2.74
H 1.42 0.71 0.81
H -0.03 1.28 -2.28
H 1.55 -0.51 2.07
H 1.49 -0.71 -1.82
H -2.04 0.01 -1.13
H 0.60 1.42 -0.71
H -0.26 -1.75 0.46
H 1.34 -1.98 0.15
H -0.19 -1.33 -1.77
H -1.35 0.70 0.26
H -1.92 1.60 -1.06

Copy entry 5 word for word.
Entry from the OMol25 dataset: C4H12N4O as an isolated structure in a non-equilibrium geometry (ωB97M-V with the def2-TZVPD basis set).

Calculated values
E, eV: -12348.1213
Net charge: 0
HOMO energy, eV: -8.105
ΔE to the lowest compared entry with this formula, charge and spin, kJ/mol: 307.4
Kohn-Sham gap, eV: 8.9

CARTESIAN COORDINATES (ANGSTROEM)
O 0.65 -1.80 -0.18
N -1.58 -1.02 -1.39
N -0.91 1.31 -0.52
N 1.68 0.31 -1.34
N 1.40 1.55 0.61
C -1.29 -0.36 -0.22
C 0.89 0.62 -0.32
C 0.11 -0.61 0.35
C 0.12 -0.63 1.87
H 1.56 -1.51 -0.48
H 1.15 -0.69 2.24
H -0.38 0.25 2.27
H -0.40 -1.52 2.23
H -2.54 -1.07 -1.68
H 1.20 -0.21 -2.06
H 1.34 2.50 0.28
H -0.92 -1.75 -1.64
H -1.51 1.91 0.03
H 2.35 1.41 0.91
H -0.83 1.61 -1.48
H -2.09 -0.32 0.52